1.
Below is a molecular structure, C35H88CrF8N2O19S4, with properties calculated with ωB97M-V with the def2-TZVPD basis set.

```
157
Properties=species:S:1:pos:R:3:lowdin_spin:R:1
H -1.74 -5.35 2.63 0.00
H -3.11 -6.57 -2.15 0.00
H 0.34 -2.80 -6.56 0.00
C 3.92 1.19 5.90 0.00
H 3.60 -2.99 3.37 0.00
H 4.30 4.56 2.23 0.00
F -1.58 2.06 2.46 0.00
C 5.01 1.28 -3.47 0.00
O 0.36 -2.80 2.60 0.00
C -0.94 5.14 -4.61 0.00
H -6.61 3.54 -0.26 0.00
H -0.84 -4.76 3.98 0.00
C -6.83 2.04 -1.85 0.00
S -0.28 1.03 -1.57 0.01
C -2.98 4.51 0.74 0.00
H -0.79 4.33 -1.34 0.00
F 1.39 -2.33 -0.21 0.00
H 1.45 -5.11 2.46 0.00
H 1.90 -5.90 6.08 0.00
F -2.59 2.42 -1.85 0.00
H 1.93 -1.75 -4.85 0.00
H 1.72 1.53 4.15 0.00
H -2.60 4.40 -5.65 0.00
H -2.07 3.40 -4.27 0.00
H -6.61 -2.64 2.24 0.00
C -4.67 -2.62 2.09 0.00
H 0.49 3.54 -5.14 0.00
H -1.13 -5.43 -2.91 0.00
O -0.83 -0.79 0.40 0.00
Cr 0.93 3.33 0.56 2.96
F 2.01 5.13 2.70 0.00
O -2.10 -3.76 -3.69 0.00
H 4.35 3.14 0.30 0.00
H 4.84 -0.76 -2.78 0.00
H 3.25 -3.88 -4.36 0.00
C 1.42 -2.69 -4.63 0.00
C 3.82 -3.99 3.75 0.00
C -2.22 1.20 -1.33 0.00
H 3.24 2.22 -4.28 0.00
H -3.78 5.20 0.97 0.00
N 0.53 1.47 -0.05 -0.03
C -0.26 -3.91 2.02 0.00
H -3.03 4.81 -3.96 0.00
C -4.43 -1.62 0.95 0.00
H -3.66 -5.84 -3.71 0.00
C 2.42 -3.51 -3.75 0.00
H -5.53 2.23 -0.16 0.00
O -7.35 2.94 -2.85 0.00
C 4.32 -0.11 -3.49 0.00
F -2.89 0.22 -1.94 0.00
O 6.39 1.16 -3.92 0.00
H 1.37 -0.01 5.84 0.00
H 1.48 -0.76 4.24 0.00
H 2.01 -4.38 -3.23 0.00
C -6.03 0.82 -2.36 0.00
C -1.67 -4.13 -1.39 0.00
C 4.32 2.18 -4.45 0.00
H 4.31 3.16 3.40 0.00
H -5.24 3.48 -1.38 0.00
H 4.72 3.18 -4.28 0.00
H 4.41 1.91 -5.50 0.00
H -2.54 7.09 -0.38 0.00
H 1.03 5.14 -5.59 0.00
C -4.74 -4.05 1.59 0.00
H 3.28 0.03 -3.18 0.00
C 0.14 4.51 -5.50 0.00
H -4.06 -5.12 -2.17 0.00
H -1.04 6.79 -1.13 0.00
H -1.17 5.64 1.10 0.00
S -0.68 2.95 3.44 0.01
O 0.59 0.30 2.11 0.00
C -1.67 5.19 0.24 0.00
H 3.67 -4.70 2.94 0.00
H 6.91 0.70 -3.26 0.00
H -6.59 0.24 -3.09 0.00
C 2.69 -5.73 5.36 0.00
H -0.88 -3.38 -1.46 0.00
H 5.80 1.36 0.97 0.00
H -3.78 -4.29 1.14 0.00
H -3.57 -1.95 0.38 0.00
C -2.25 4.42 -4.62 0.00
O -0.47 5.22 -3.29 0.00
C 2.06 -0.44 5.11 0.00
H 3.89 -0.07 4.07 0.00
H 4.40 -0.53 -4.49 0.00
C 0.92 -3.42 -5.88 0.00
H 3.22 1.82 6.45 0.00
H 0.48 5.11 -3.35 0.00
C 1.89 -1.13 0.15 0.00
H 3.37 -3.66 5.80 0.00
H -2.50 -3.55 -0.99 0.00
C -3.27 -5.65 -2.71 0.00
H 2.63 2.17 2.32 0.00
H 2.47 -1.38 5.49 0.00
N 0.26 3.53 2.34 0.02
H -6.68 3.62 -2.97 0.00
O -0.06 2.06 -2.55 0.00
O -0.10 6.05 3.25 0.01
C 3.21 0.45 4.75 0.00
O 0.00 -0.29 -2.09 -0.01
C 0.86 -4.86 1.58 0.00
C 2.92 -4.21 4.97 0.00
H 2.96 -2.89 -3.04 0.00
H 4.59 0.68 2.04 0.00
C 4.09 2.68 1.25 0.00
H 5.07 1.75 -2.49 0.00
H 5.69 3.56 2.45 0.00
O 1.73 -3.65 4.71 0.00
H 4.86 -3.99 4.07 0.00
H -7.64 1.73 -1.19 0.00
F -2.47 1.24 -0.03 0.00
H -5.90 0.04 -1.61 0.00
H 4.83 1.70 5.57 0.00
O 0.00 2.05 4.34 0.01
H 1.22 -3.70 5.52 0.00
H -5.10 1.01 -2.90 0.00
O 1.10 4.48 4.80 0.00
H -1.22 -3.37 -3.76 0.00
H -0.31 4.41 -6.48 0.00
C 4.72 1.29 1.14 0.00
H -3.85 -2.53 2.81 0.00
C -6.01 2.88 -0.89 0.00
O 0.29 -2.42 -3.83 0.00
C -1.93 6.27 -0.78 0.00
O 2.64 1.42 3.91 0.00
C -2.00 -4.81 -2.68 0.00
H -5.26 -1.56 0.24 0.00
H -5.57 -4.23 0.91 0.00
H 4.35 0.51 6.63 0.00
H -1.09 6.17 -4.90 0.00
F 2.72 -1.25 1.17 0.00
H 4.35 0.77 0.25 0.00
H 0.27 -4.25 -5.58 0.00
C 4.60 3.53 2.42 0.00
H 1.69 -3.82 -6.54 0.00
H -2.83 3.90 1.63 0.00
H -2.04 -3.68 3.20 0.00
H -0.86 -3.61 1.17 0.00
O -0.75 4.23 -0.39 0.02
H 2.37 -6.26 4.47 0.00
H 3.61 -6.24 5.66 0.00
S 0.67 4.86 3.46 0.01
H 1.59 -4.37 0.93 0.00
O -1.76 3.84 3.96 0.00
H -4.82 -4.76 2.41 0.00
O 2.69 2.51 1.43 0.01
H 0.54 -5.76 1.05 0.00
H -4.29 -0.65 1.44 0.00
H 0.31 -1.58 -3.37 0.00
F 2.53 -0.63 -0.90 0.00
H -2.45 5.91 -1.66 0.00
S 0.39 -0.01 0.69 0.00
H -3.42 3.86 -0.02 0.00
C -1.29 -4.45 3.03 0.00
H -1.36 -4.93 -0.72 0.00
O -5.86 -2.42 2.81 0.00
H 0.84 -2.99 3.41 0.00
```

Results
- ⟨S²⟩ = 3.7955
- E_LUMO (spin up / spin down) (eV) = -7.8 / -6.2
- charge = +1
- 2S+1 = 4

***

2.
Below is 12 unconnected molecules or ions with the total composition C35H92NO19, with properties calculated with ωB97M-V with the def2-TZVPD basis set.

```
147
Properties=species:S:1:pos:R:3:lowdin_charge:R:1
H -1.77 -0.56 -6.71 0.08
C 1.95 -5.70 -0.45 -0.20
H 5.80 -0.99 1.54 0.13
H -6.55 -1.65 1.57 0.07
H 0.99 -5.69 -0.96 0.10
H 5.92 1.83 -3.58 0.08
C 1.33 2.21 -1.12 -0.03
O -6.16 0.82 -3.72 -0.05
H 6.37 2.39 -5.12 0.07
H -1.30 2.98 -0.46 0.10
H -1.21 1.59 -1.54 0.10
H -0.95 6.21 5.02 0.08
H -6.99 -2.86 0.55 0.06
O 2.82 -4.83 -1.20 -0.09
H 5.09 2.48 3.73 0.11
H 1.14 1.82 -2.12 0.06
H 4.92 4.05 -6.59 0.07
C -2.29 1.22 0.34 -0.13
H 3.64 2.47 6.37 0.12
H -3.45 5.30 4.44 0.13
H 2.96 2.63 -3.59 0.08
O -2.97 -7.93 0.46 -0.05
H -2.33 4.94 2.02 0.06
O 1.71 -0.47 -0.06 -0.28
H 1.47 1.96 1.70 0.08
H -6.14 -3.60 2.95 0.13
O 5.40 -3.44 1.01 -0.06
C -2.12 5.73 2.74 -0.05
H 0.56 -2.54 0.97 0.04
H -1.59 -4.96 0.03 0.09
H -2.74 -0.71 1.35 0.08
H -1.02 -2.89 1.36 0.06
H -5.37 1.82 -1.57 0.07
H -1.26 -7.23 1.07 0.12
C -2.25 -6.84 0.83 -0.27
H 3.93 5.45 0.18 0.08
C 5.02 2.11 4.76 -0.25
C -2.06 -5.87 -0.34 -0.29
O 2.47 -5.70 1.88 -0.07
H 0.85 -1.02 -3.10 0.10
H -3.32 -3.84 1.63 0.06
C -0.56 -0.60 1.01 -0.45
O 3.80 -1.06 2.44 -0.08
N 0.38 0.17 0.15 -0.11
H -2.80 -6.30 1.60 0.11
C 4.28 4.20 -5.72 -0.04
H 0.87 3.50 1.22 0.06
H -3.07 -5.59 -0.67 0.12
C -6.24 1.19 -1.37 -0.06
C -2.39 5.31 4.22 -0.47
O 3.69 3.25 -3.57 -0.03
H 4.85 -2.23 -0.53 0.12
O 1.56 -2.66 -2.05 -0.10
H 2.52 5.70 3.54 0.12
H -3.68 -2.23 2.20 0.04
H -1.19 -0.18 -3.90 0.11
C -1.11 1.91 -0.50 -0.12
H 3.27 4.23 -6.12 0.06
C 3.88 2.89 5.40 -0.26
H 3.76 -1.98 -3.09 0.11
H 2.26 -4.32 -1.78 0.03
C 4.60 -2.35 0.53 -0.27
H 4.33 -0.48 0.52 0.10
H -0.69 3.91 4.52 0.07
H 2.48 -6.65 -0.41 0.12
H -1.07 5.92 2.51 0.07
H -2.20 -2.24 -3.39 0.13
C 0.61 2.44 1.22 -0.05
H -6.11 0.85 -0.34 0.08
H -2.71 6.56 2.34 0.07
H -7.60 -1.68 -3.09 0.06
H 2.07 5.74 0.93 0.11
H -1.44 -5.87 -2.10 0.10
C -6.09 -2.48 1.03 -0.05
H -3.23 -7.98 -0.46 0.09
H 1.33 3.29 -1.22 0.07
O 2.62 2.85 4.73 -0.09
H -0.74 0.50 2.82 0.06
H -0.97 -1.27 3.05 0.08
H 4.17 3.94 5.47 0.10
H 4.38 0.42 3.87 0.05
C -3.97 -3.27 2.29 -0.04
O -5.48 -4.80 1.47 -0.06
H -5.30 -0.35 -2.48 0.11
H -5.44 -2.15 0.22 0.07
O 4.71 0.73 4.71 -0.05
C -2.49 -1.68 -4.27 -0.33
H 4.02 2.11 -5.23 0.13
H -0.57 -1.48 -5.05 0.11
C 5.81 2.69 -4.24 -0.06
H -7.76 -1.09 -1.46 0.05
H -2.52 1.64 1.32 0.09
O -1.79 -0.03 -5.91 -0.06
C -6.25 0.19 -2.50 -0.49
C 0.30 1.62 -0.01 -0.50
H 2.94 -0.84 2.07 0.05
H 6.25 3.57 -3.78 0.08
H 1.50 -2.11 -1.27 0.03
H 5.05 -4.22 0.56 0.07
H -2.37 -0.87 -0.32 0.09
O -2.93 -2.48 -5.24 -0.02
H 2.43 7.35 1.47 0.12
O 3.32 -0.04 -2.46 -0.09
H 2.39 2.04 -0.93 0.07
H -3.52 -3.50 3.25 0.08
C 1.63 -5.08 0.91 -0.23
H 1.90 -4.04 1.09 0.10
H 2.73 -0.21 -1.72 0.01
H -3.25 -1.00 -3.87 0.11
H -8.48 -0.32 -2.75 0.07
C 3.26 5.76 2.75 -0.18
C -0.43 -0.49 2.51 -0.04
H 0.58 -5.20 1.16 0.10
C -2.07 -0.33 0.58 -0.13
C -7.52 -0.78 -2.48 -0.03
H 4.19 6.16 3.14 0.12
H -1.80 3.86 5.70 0.08
H 5.88 2.40 5.35 0.11
C 4.74 -1.10 1.32 -0.20
H 3.53 -2.50 0.43 0.09
H -3.41 -2.05 -5.96 0.10
O -1.90 6.32 5.06 -0.06
H 4.45 5.16 -5.22 0.07
C 2.83 6.34 1.43 -0.24
O 3.76 4.39 2.54 -0.10
H 2.84 -4.93 2.32 0.07
H 0.61 -0.66 2.81 0.08
H 3.14 -0.92 -4.37 0.10
C 1.63 -1.78 -3.18 -0.21
H 1.41 -2.30 -4.10 0.10
H -7.05 1.91 -1.47 0.08
C 4.37 3.00 -4.71 -0.54
H -0.66 -2.35 -0.30 0.07
C -1.77 3.95 4.61 -0.05
H -5.34 1.31 -3.84 0.09
H 4.38 4.56 1.83 0.07
C -5.50 -3.54 2.07 -0.43
O -1.38 -6.48 -1.37 -0.05
H -3.20 1.11 -0.27 0.07
H 2.79 2.94 3.79 0.04
H -0.20 2.31 1.94 0.05
O 3.98 6.31 0.60 -0.06
C -0.45 -2.18 0.76 -0.05
C 3.06 -1.17 -3.31 -0.21
H -2.10 3.07 4.05 0.07
H -6.42 -5.00 1.48 0.09
C -1.38 -0.80 -4.78 -0.23
```

Results
- E_LUMO (eV) = 1.8
- charge = -1

***

3.
Below is 8 unconnected molecules or ions with the total composition C35H93N7O10, with properties calculated with ωB97M-V with the def2-TZVPD basis set.

```
145
Properties=species:S:1:pos:R:3:lowdin_charge:R:1
C 5.21 -1.74 -6.01 -0.20
H 2.26 -0.78 0.60 0.08
H 8.85 8.80 4.51 0.07
H -8.93 2.73 6.80 0.12
H -4.95 -4.60 6.64 0.08
C 0.11 2.06 0.31 -0.25
C -8.15 3.23 3.14 -0.20
H -2.56 0.29 0.09 0.08
H 2.23 0.08 -0.89 0.07
H 0.62 2.83 -0.26 0.11
H -7.24 4.81 -11.07 0.08
H -3.80 -11.97 -8.75 0.06
O -1.71 -6.46 5.40 -0.17
H -7.38 3.07 -10.49 0.08
O 5.20 9.72 5.91 -0.20
H 6.42 9.73 2.06 0.07
H -5.10 -7.02 -5.68 0.08
H -9.27 1.90 1.86 0.11
C 13.65 0.37 -0.15 -0.08
H 12.18 1.23 4.39 0.07
H -5.32 -7.81 5.47 0.06
H 9.37 1.10 2.13 0.05
H 6.84 -2.71 -4.30 0.10
C 2.11 2.26 1.46 -0.17
H -4.14 -8.58 -8.95 0.06
O -0.62 -0.13 -0.59 -0.19
N 2.84 -2.43 -5.94 0.01
H 4.43 -3.60 -5.22 0.13
H -4.01 -7.52 -4.46 0.08
C -1.69 -5.83 4.16 -0.12
C -5.87 3.09 -8.30 -0.05
C 4.21 -3.65 -7.37 -0.06
H 5.21 -1.11 -5.13 0.13
H 4.74 9.19 3.95 0.12
H -2.63 -9.08 -9.38 0.07
H -7.17 2.84 2.85 0.11
H -1.48 -0.16 1.32 0.08
H -9.24 4.94 9.45 0.08
H -5.15 -6.00 7.75 0.08
H 11.93 -0.23 1.91 0.11
C -9.53 -0.26 3.40 -0.09
H 2.57 -1.64 -6.51 0.07
C -5.19 -5.66 6.71 -0.07
H -1.17 -4.88 4.12 0.09
H -5.84 3.72 -11.02 0.07
N 0.91 1.36 1.29 -0.02
H -9.43 -0.83 2.48 0.08
H 4.23 -2.94 -8.20 0.08
H -8.97 3.15 9.24 0.09
C 12.14 2.05 3.67 -0.08
C 3.17 2.03 0.31 -0.16
C 4.21 -2.87 -6.01 -0.44
C -3.56 -9.50 -9.01 -0.05
C 2.91 -0.32 -0.14 -0.13
C -9.00 4.16 5.35 -0.19
H -2.04 -1.42 0.22 0.09
H -5.05 5.64 -9.49 0.08
N 9.83 1.51 2.94 0.04
H 13.17 2.24 3.36 0.08
O 6.43 -2.35 -6.30 -0.18
N -7.88 3.57 4.54 -0.06
H 11.75 2.87 4.26 0.08
C -8.78 3.81 6.79 -0.27
H -6.68 2.39 -8.08 0.07
C 6.88 9.38 4.17 -0.44
N -3.82 -11.55 -7.83 0.01
C -0.20 1.17 -0.88 -0.26
H -5.05 -9.25 -6.45 0.12
H -2.58 -4.91 6.44 0.13
C -4.03 -7.07 -5.45 -0.08
C -2.64 -5.99 6.32 -0.21
H -8.29 4.03 2.41 0.11
O 13.04 1.16 0.91 -0.20
H -0.97 1.68 -1.44 0.12
H -3.85 -8.14 5.03 0.06
H 5.10 -4.27 -7.47 0.06
H 14.56 0.87 -0.48 0.08
C 11.24 1.77 2.50 -0.42
O -9.71 4.44 7.64 -0.18
H -9.99 3.79 5.08 0.11
H -6.18 -5.86 6.31 0.08
H -3.71 -9.77 -5.47 0.12
C -3.43 -10.16 -7.60 -0.39
H 3.79 9.78 7.48 0.09
H -2.38 -10.21 -7.29 0.12
H 11.01 0.55 0.68 0.11
H -9.26 -0.89 4.24 0.08
H 3.39 -1.25 -0.46 0.09
H -7.49 4.51 -8.60 0.12
H 1.17 0.43 1.02 0.06
H -10.55 3.87 9.54 0.08
H 5.54 7.91 4.95 0.12
C -9.17 2.06 2.93 -0.22
H 13.79 -0.60 0.32 0.08
H 4.93 -1.21 -6.92 0.13
N 7.92 8.68 4.88 0.01
H 2.86 2.35 -0.69 0.11
H 4.57 8.25 7.11 0.08
H 7.06 10.42 4.41 0.13
H 8.02 -3.30 -5.51 0.09
H -10.57 0.04 3.54 0.08
H -0.81 2.55 0.63 0.11
H 7.01 8.10 2.41 0.08
H 1.98 3.32 1.69 0.11
C 11.78 0.73 1.43 -0.20
O -8.65 0.88 3.55 -0.20
H 3.35 -4.32 -7.37 0.07
H -4.25 -5.96 4.93 0.11
C -6.52 4.32 -9.06 -0.45
H -2.52 -6.49 7.28 0.13
C -9.60 4.00 9.02 -0.09
C -1.72 -0.38 0.28 -0.09
H -10.16 2.37 3.27 0.11
H 7.98 8.87 5.87 0.07
O -3.33 -8.01 -6.32 -0.21
H 3.93 2.78 0.53 0.11
H -7.77 4.04 7.13 0.13
C -3.96 -9.31 -6.42 -0.20
H 6.67 -4.13 -5.43 0.08
C 4.13 9.14 6.66 -0.12
C 5.50 8.97 4.69 -0.17
H -4.14 -10.06 -9.74 0.07
H 0.63 1.13 -1.59 0.11
H 13.12 0.27 -1.09 0.08
C -4.07 -6.35 5.93 -0.46
H 3.30 8.75 6.07 0.08
H 9.91 0.80 3.65 0.06
H -5.44 3.27 -7.31 0.07
C 7.14 9.15 2.65 -0.05
H -3.52 -12.28 -7.20 0.06
H -5.06 2.63 -8.87 0.07
C -6.78 3.98 -10.53 -0.07
H -0.95 -6.52 3.75 0.10
H -7.62 2.65 4.87 0.09
H 2.50 2.05 2.46 0.10
H 11.19 2.68 1.90 0.13
H 2.21 -3.22 -5.95 0.07
H -3.65 -6.05 -5.52 0.09
O 3.70 0.67 0.43 -0.16
N -4.37 -7.81 5.83 0.05
H -8.98 5.24 5.23 0.12
H -2.61 -5.84 3.58 0.08
C 6.96 -3.09 -5.31 -0.16
O -5.79 5.56 -8.88 -0.06
H 8.11 9.56 2.38 0.07
```

Results
- SMILES = COC[C@H](C)N.COC[C@H](C)N.COC[C@H](C)N.COC[C@H](C)N.COC[C@H](C)N.COCCNCCOC.COCCNCCOC.CC(C)O
- E_LUMO (eV) = 0.5
- energy relative to the best compared isomer or geometry (same formula, charge and spin) (kcal per mole) = 142.8

***

The total energy results, record by record, are as follows: -173093.733 -78171.756 -68697.250 eV.